# 1
{"formula": "CH2Br3Ca2F2O3PRb", "method": "ωB97M-V/def2-TZVPD", "homo_energy_ev": -15.210, "de_lowest_kj_mol": 0.0, "homo_lumo_gap_ev": 3.12, "total_energy_ev": -269575.888, "total_charge": 3, "elements": ["P", "Ca", "F", "Ca", "Br", "H", "Br", "O", "F", "Br", "C", "Rb", "O", "H", "O"], "coordinates": [[0.439, -0.468, 0.649], [3.914, -1.000, 0.811], [0.308, -1.389, 2.014], [1.478, -3.036, 2.795], [-4.348, 2.526, -0.856], [-1.937, 2.794, -0.573], [-2.353, 5.231, -1.111], [-0.201, -1.257, -0.480], [-0.315, 0.856, 0.967], [-2.039, 2.870, -3.253], [-2.562, 3.294, -1.313], [-0.076, -3.799, -1.812], [1.933, -0.060, 0.687], [2.979, -3.649, 0.434], [2.778, -2.912, 1.043]], "mulliken_charge": [0.92, 1.74, -0.33, 1.72, 0.00, 0.03, 0.04, -0.54, -0.11, -0.03, -0.02, 0.99, -0.71, 0.23, -0.92]}

# 2
{"formula": "CH2BrClO", "method": "ωB97M-V/def2-TZVPD", "homo_energy_ev": [-9.673, -8.896], "de_lowest_kj_mol": 411.9, "homo_lumo_gap_ev": [8.68, 7.15], "total_energy_ev": -85677.025, "elements": ["O", "H", "Cl", "Br", "H", "C"], "coordinates": [[-0.894, -0.617, 1.021], [-0.177, 0.590, -1.219], [1.184, -1.371, -1.103], [-1.983, 0.721, 1.710], [1.248, 0.521, 0.205], [0.622, 0.156, -0.615]], "mulliken_charge": [-0.38, 0.31, -0.05, 0.06, 0.31, -0.25]}

# 3
{"formula": "CH2BrF2P", "method": "ωB97M-V/def2-TZVPD", "homo_energy_ev": [-11.019, -9.458], "de_lowest_kj_mol": 282.5, "homo_lumo_gap_ev": [9.02, 5.60], "total_energy_ev": -85832.375, "elements": ["H", "P", "Br", "C", "F", "H", "F"], "coordinates": [[0.967, 0.143, 0.233], [-0.441, -1.078, -1.303], [1.237, -2.321, 2.013], [0.689, 0.297, -0.918], [1.800, 0.386, -1.653], [-1.355, -0.239, -0.630], [0.054, 1.543, -0.858]], "mulliken_charge": [0.04, -0.04, -0.05, 0.43, -0.21, 0.08, -0.25]}

# 4
{"formula": "CH2BrN", "method": "ωB97M-V/def2-TZVPD", "homo_energy_ev": [-9.450, -9.451], "de_lowest_kj_mol": 298.6, "homo_lumo_gap_ev": [8.85, 8.87], "total_energy_ev": -72598.168, "smiles": "C=NBr", "elements": ["Br", "H", "N", "C", "H"], "coordinates": [[2.118, -0.337, -0.111], [-1.367, 0.750, -0.114], [0.665, 0.674, 0.044], [-0.724, -0.045, -0.039], [-0.692, -1.042, 0.220]], "mulliken_charge": [0.00, 0.30, -0.26, -0.35, 0.30]}